2 unconnected molecules or ions with the total composition C3H9NO2 in a non-equilibrium geometry, computed with ωB97M-V/def2-TZVPD.

electronic energy: -324.9185 a.u.
E_LUMO: 0.8600 eV
energy above the lowest of the compared OMol25 structures with the same formula, charge and spin: 34.0 kcal per mole
SMILES: CC(=O)O.CN

Structure (XYZ):
```
15
Properties=species:S:1:pos:R:3:mulliken_charge:R:1
C -1.568 1.315 -2.393 -0.94
C -1.212 0.532 -1.105 0.68
O -1.815 0.193 -0.142 -0.50
O 0.178 0.540 -1.158 -0.47
H -1.485 0.662 -3.286 0.25
H -0.641 1.984 -2.344 0.25
H -2.472 1.866 -2.494 0.33
H 0.721 0.098 -0.474 0.37
C 1.559 -0.731 2.243 -0.70
N 0.572 -1.182 1.225 -0.55
H 0.984 -0.208 3.002 0.28
H 2.289 -0.123 1.687 0.23
H 2.234 -1.433 2.704 0.29
H 0.992 -2.054 0.858 0.21
H -0.336 -1.458 1.677 0.24
```